Entry 1:
This record from the Open Molecules 2025 dataset describes a molecular structure, C4H14InO5. The level of theory is wB97M-V/def2-TZVPD.

CARTESIAN COORDINATES (ANGSTROEM)
In  2.07  -0.23  -0.35
O  3.55  -2.65  0.40
H  3.20  -3.25  1.05
H  3.86  -3.22  -0.31
C  -0.64  1.84  1.55
C  -0.35  0.72  2.60
O  1.00  0.32  2.41
O  0.06  1.83  0.30
H  -0.52  2.82  2.01
H  -1.73  1.83  1.43
H  -1.11  -0.05  2.66
H  -0.39  1.08  3.63
H  1.25  -0.21  3.17
H  -0.15  2.62  -0.21
C  -1.52  -0.46  -1.50
C  -0.82  -0.32  -2.80
O  0.36  0.42  -2.81
O  -0.80  -0.96  -0.36
H  -2.41  -1.09  -1.59
H  -1.89  0.53  -1.23
H  -1.50  0.15  -3.52
H  -0.48  -1.28  -3.19
H  0.36  1.04  -3.54
H  -1.39  -1.48  0.18

For the total energy, the calculation gives -726.3889 Ha. The gap between HOMO and LUMO (alpha / beta) is 10.3 / 4.1 eV. The spin multiplicity is 2. As for the net charge: +2. For the LUMO energy (alpha / beta), the calculation gives -7.564 / -13.112 eV. As for the relative energy (zero: lowest compared OMol25 entry of this formula, charge and spin): 0.00 kJ/mol.


Entry 2:
This record from the Open Molecules 2025 dataset describes 2 unconnected molecules or ions with the total composition C4H14N. The level of theory is wB97M-V/def2-TZVPD.

CARTESIAN COORDINATES (ANGSTROEM)
C  0.44  -2.75  0.68
N  -0.97  -2.64  1.13
H  0.36  -3.23  -0.30
H  0.80  -1.72  0.53
H  1.04  -3.05  1.54
H  -1.42  -3.54  1.35
H  -1.58  -2.26  0.40
H  -1.06  -2.09  1.99
C  1.26  1.86  -1.36
C  0.08  1.34  -0.60
C  -0.79  2.44  0.01
H  2.04  1.09  -1.43
H  1.84  2.71  -0.97
H  1.05  2.16  -2.38
H  0.36  0.65  0.21
H  -0.49  0.80  -1.36
H  -1.59  2.74  -0.66
H  -1.21  2.19  0.99
H  -0.17  3.32  0.24

For the total energy, the calculation gives -215.2689 Ha. The gap between HOMO and LUMO is 10.1 eV. As for the net charge: +1. For the LUMO energy, the calculation gives -4.157 eV. As for the relative energy (zero: lowest compared OMol25 entry of this formula, charge and spin): 105.01 kJ/mol.


Entry 3:
This record from the Open Molecules 2025 dataset describes 2 unconnected molecules or ions with the total composition C4H14N. The level of theory is wB97M-V/def2-TZVPD.

CARTESIAN COORDINATES (ANGSTROEM)
C  3.08  0.95  -0.91
C  2.05  1.10  0.22
H  2.77  0.32  -1.75
H  3.37  1.92  -1.32
H  4.03  0.57  -0.56
H  2.18  2.09  0.65
H  2.28  0.40  1.01
H  1.05  0.98  -0.18
C  -2.19  -0.39  -0.15
C  -2.45  -1.87  0.00
N  -1.10  0.07  0.81
H  -1.83  -0.15  -1.14
H  -3.10  0.12  0.13
H  -1.57  -2.45  -0.29
H  -3.25  -2.22  -0.66
H  -1.47  0.62  1.59
H  -0.54  -0.63  1.30
H  -0.46  0.66  0.27
H  -2.87  -2.11  0.97

For the total energy, the calculation gives -215.2830 Ha. The gap between HOMO and LUMO is 11.6 eV. As for the net charge: +1. For the LUMO energy, the calculation gives -3.573 eV. As for the relative energy (zero: lowest compared OMol25 entry of this formula, charge and spin): 67.93 kJ/mol.


Entry 4:
This record from the Open Molecules 2025 dataset describes 2 unconnected molecules or ions with the total composition C4H14N. The level of theory is wB97M-V/def2-TZVPD.

CARTESIAN COORDINATES (ANGSTROEM)
C  -1.64  -1.52  -0.20
C  -1.23  -1.88  1.19
H  -2.42  -2.20  -0.59
H  -2.11  -0.48  -0.36
H  -0.74  -1.57  -0.81
H  -1.25  -2.98  1.15
H  -0.20  -1.49  1.33
H  -1.84  -1.80  1.93
C  0.63  0.85  -0.57
C  2.11  0.64  -0.60
N  0.30  2.28  0.09
H  0.28  0.84  -1.59
H  0.13  0.17  0.19
H  2.48  0.58  0.31
H  2.61  1.24  -1.45
H  1.12  2.96  0.05
H  -0.51  2.57  -0.39
H  0.03  2.20  1.07
H  2.25  -0.41  -0.75

For the total energy, the calculation gives -215.2320 Ha. The gap between HOMO and LUMO is 10.8 eV. As for the net charge: +1. For the LUMO energy, the calculation gives -3.778 eV. As for the relative energy (zero: lowest compared OMol25 entry of this formula, charge and spin): 201.91 kJ/mol.


Entry 5:
This record from the Open Molecules 2025 dataset describes 2 unconnected molecules or ions with the total composition C4H14N2. The level of theory is wB97M-V/def2-TZVPD.

CARTESIAN COORDINATES (ANGSTROEM)
C  -0.40  0.03  2.39
C  -1.83  0.18  2.89
N  -2.81  -0.46  1.90
H  -0.05  0.97  1.96
H  0.44  -0.21  3.05
H  -0.34  -0.75  1.62
H  -1.92  -0.48  3.76
H  -2.17  1.21  2.86
H  -3.26  0.28  1.38
H  -2.25  -0.94  1.21
C  2.40  -0.09  -1.33
N  1.92  -0.28  -2.77
C  0.71  0.55  -3.05
H  3.48  0.06  -1.44
H  1.96  0.77  -0.84
H  2.32  -1.09  -0.88
H  1.44  -1.16  -2.59
H  0.14  0.78  -2.13
H  0.02  0.09  -3.75
H  1.04  1.51  -3.45

For the total energy, the calculation gives -270.2349 Ha. The gap between HOMO and LUMO is 10.2 eV. Its SMILES is CCN.CNC. For the LUMO energy, the calculation gives 0.812 eV. As for the relative energy (zero: lowest compared OMol25 entry of this formula, charge and spin): 159.16 kJ/mol.


Entry 6:
This record from the Open Molecules 2025 dataset describes 4 unconnected molecules or ions with the total composition C4H14N2. The level of theory is wB97M-V/def2-TZVPD.

CARTESIAN COORDINATES (ANGSTROEM)
C  -1.09  0.05  0.13
C  -1.97  1.18  -0.33
N  -1.07  -0.01  1.59
N  -1.43  -1.17  -0.59
H  0.28  0.19  -0.57
H  -2.01  -0.07  1.99
H  -0.53  -0.80  1.92
H  -0.89  -1.96  -0.26
H  -2.41  -1.41  -0.52
H  -1.67  2.12  0.14
H  -3.03  1.00  -0.05
H  -1.94  1.29  -1.41
C  2.63  -0.70  -0.11
C  1.92  0.58  -0.51
H  3.70  -0.68  -0.34
H  2.20  -1.56  -0.63
H  2.53  -0.89  0.96
H  1.97  0.80  -1.58
H  2.28  1.46  0.03
H  0.53  0.59  0.14

For the total energy, the calculation gives -270.1210 Ha. The gap between HOMO and LUMO is 8.0 eV. For the LUMO energy, the calculation gives 1.059 eV. As for the relative energy (zero: lowest compared OMol25 entry of this formula, charge and spin): 458.34 kJ/mol.


> The lowest relative energy (zero: lowest compared OMol25 entry of this formula, charge and spin) belongs to which entry?

C4H14InO5


> What is the formula in the second record?

C4H14N